The following is a DFT calculation (ωB97M-V/def2-TZVPD) of a cluster of 2 separate species, C3H12N2OS2 in total.

Structure (XYZ):
```
20
Properties=species:S:1:pos:R:3
S 1.39 2.30 -2.08
S 2.35 1.30 -0.58
C 1.89 -0.44 -0.81
C 0.72 -0.94 0.06
C -0.63 -0.52 -0.55
N -1.80 -0.74 0.29
N 0.90 -0.49 1.45
H 2.18 2.01 -3.15
H 2.77 -1.06 -0.66
H 1.58 -0.57 -1.85
H 0.78 -2.04 0.03
H -0.77 -1.09 -1.45
H -0.53 0.51 -0.85
H -1.63 -0.55 1.26
H -2.24 -1.62 0.13
H 0.15 0.10 1.79
H 1.15 -1.23 2.08
H -2.05 1.34 1.65
H -3.55 1.68 1.64
O -2.67 2.06 1.60
```

Max |F| = 0.0392 hartree/bohr
Calculated total energy = -30002.6083 eV
Net charge = -1
⟨S²⟩ = 0.75
Spin multiplicity = 2
ΔE to the lowest compared entry with this formula, charge and spin = 0.434 eV
Highest occupied orbital energy (spin up / spin down) = 0.7 / -4.8 eV

The following is a DFT calculation (ωB97M-V/def2-TZVPD) of a cluster of 2 separate species, C3H12N2P in total.

Structure (XYZ):
```
18
Properties=species:S:1:pos:R:3
C -0.93 -1.15 -0.23
C -0.61 0.44 1.50
C 0.79 0.95 -0.75
N 1.05 -1.05 1.16
N -0.01 -0.38 0.50
P -0.50 1.28 -2.01
H -1.29 -1.91 0.56
H -1.90 -0.51 -0.57
H -0.43 -1.52 -1.21
H 0.21 0.88 2.21
H -1.17 1.36 1.09
H -1.11 -0.05 2.26
H 0.93 1.76 -0.09
H 1.67 0.48 -0.89
H 1.36 -1.96 0.63
H 1.83 -0.34 1.27
H 0.53 1.72 -2.93
H -0.41 -0.01 -2.51
```

Max |F| = 0.1069 hartree/bohr
Calculated total energy = -15563.6911 eV
Net charge = +1
Spin multiplicity = 1
ΔE to the lowest compared entry with this formula, charge and spin = 4.930 eV
Highest occupied orbital energy = -14.4 eV

The following is a DFT calculation (ωB97M-V/def2-TZVPD) of a cluster of 2 separate species, C3H12N3O in total.

Structure (XYZ):
```
19
Properties=species:S:1:pos:R:3
C 2.09 0.54 2.82
O 2.61 0.00 1.54
H 3.38 -0.52 1.82
H 1.34 1.29 2.50
H 3.00 0.99 3.19
H 1.61 -0.24 3.37
C 0.86 0.35 -0.88
C -1.53 -0.30 -1.00
N -1.91 0.57 0.00
N -0.28 -0.41 -1.41
N -2.52 -0.98 -1.60
H -1.07 0.86 0.48
H -2.40 1.43 -0.25
H -0.03 -1.12 -2.10
H -2.30 -1.50 -2.44
H -3.52 -0.73 -1.46
H 1.70 -0.31 -0.78
H 0.69 0.87 0.12
H 1.01 1.33 -1.32
```

Max |F| = 0.0562 hartree/bohr
Calculated total energy = -9816.6285 eV
Net charge = +1
Spin multiplicity = 1
ΔE to the lowest compared entry with this formula, charge and spin = 2.185 eV
Highest occupied orbital energy = -13.5 eV

The following is a DFT calculation (ωB97M-V/def2-TZVPD) of the molecule C3H12N4.

Structure (XYZ):
```
19
Properties=species:S:1:pos:R:3
C -0.37 1.10 0.49
C -0.16 -0.13 -2.12
C 0.88 -0.89 1.24
N 0.51 -0.66 -0.97
N 0.00 -0.35 0.19
N -1.52 -1.04 0.47
N 0.73 2.00 0.38
H -1.48 -1.91 -0.04
H -1.57 -1.27 1.46
H 1.44 1.82 1.07
H 1.15 1.95 -0.54
H -1.15 1.36 -0.23
H -0.79 1.13 1.49
H -1.22 -0.39 -2.13
H -0.08 0.96 -2.24
H 0.32 -0.59 -2.99
H 1.87 -0.46 1.13
H 0.96 -1.96 1.10
H 0.48 -0.67 2.23
```

Max |F| = 0.0380 hartree/bohr
Calculated total energy = -9262.2567 eV
Net charge = 0
Spin multiplicity = 1
ΔE to the lowest compared entry with this formula, charge and spin = 4.048 eV
Highest occupied orbital energy = -7.4 eV

The following is a DFT calculation (ωB97M-V/def2-TZVPD) of a cluster of 2 separate species, C3H12N4 in total.

Structure (XYZ):
```
19
Properties=species:S:1:pos:R:3
H 0.93 1.98 1.58
N 1.05 1.01 1.32
C 0.35 0.66 0.29
C -0.53 1.58 -0.52
N -0.29 -0.78 0.43
C -1.53 -1.16 -0.21
N -0.06 -1.43 1.66
H -0.10 2.58 -0.53
H -0.60 1.21 -1.54
H -1.53 1.65 -0.09
H -1.45 -0.97 -1.28
H -1.70 -2.22 -0.02
H -2.38 -0.60 0.20
H -0.21 -0.73 2.41
H 0.94 -1.63 1.72
N 1.59 -0.13 -1.32
H 1.46 -0.95 -0.66
H 2.46 0.37 -1.17
H 1.58 -0.46 -2.28
```

Max |F| = 0.0978 hartree/bohr
Calculated total energy = -9263.5024 eV
Net charge = 0
Spin multiplicity = 1
ΔE to the lowest compared entry with this formula, charge and spin = 2.802 eV
SMILES = [H]/N=C(\C)N(C)N.N
Highest occupied orbital energy = -8.2 eV

The following is a DFT calculation (ωB97M-V/def2-TZVPD) of the ion C3H12N4 with charge +2.

Structure (XYZ):
```
19
Properties=species:S:1:pos:R:3
C 1.70 1.00 -0.40
C 1.08 -0.05 0.46
N 1.30 -1.32 -0.26
C -0.43 0.19 0.48
N -0.78 1.12 1.34
N -1.03 -0.49 -0.44
N -2.47 -0.46 -0.57
H 1.29 0.64 -1.37
H 2.70 0.97 -0.51
H 1.58 2.01 -0.45
H 1.35 -0.13 1.45
H 0.62 -1.49 -0.95
H 1.34 -2.11 0.42
H 2.20 -1.29 -0.74
H -0.01 1.61 1.86
H -1.69 1.48 1.46
H -2.76 -1.34 -1.04
H -3.00 -0.56 0.38
H -3.00 0.21 -1.11
```

Max |F| = 0.0789 hartree/bohr
Calculated total energy = -9247.4864 eV
Net charge = +2
Spin multiplicity = 1
ΔE to the lowest compared entry with this formula, charge and spin = 2.540 eV
SMILES = C[C@H]([NH3+])/C(N)=N/[NH3+]
Highest occupied orbital energy = -19.1 eV

The following is a DFT calculation (ωB97M-V/def2-TZVPD) of a structure of composition C3H12N4O2.

Structure (XYZ):
```
21
Properties=species:S:1:pos:R:3
C 1.04 0.67 1.77
C 0.91 1.73 -0.40
N 0.56 0.57 0.40
C -1.39 0.37 0.49
O -1.68 0.32 -0.85
O -1.79 1.27 1.20
H -2.10 1.15 -1.09
H 0.82 -0.26 2.30
H 0.50 1.48 2.27
H 2.11 0.87 1.82
H 1.99 1.94 -0.37
H 0.37 2.59 -0.01
H 0.62 1.56 -1.44
N 0.43 -2.09 -0.65
N -0.04 -2.10 -1.90
N -0.30 -2.45 0.29
H 0.89 -0.33 -0.03
H -1.05 -2.03 -2.06
H 0.53 -1.63 -2.58
H -1.20 -2.87 -0.01
H -1.23 -0.73 0.83
```

Max |F| = 0.0460 hartree/bohr
Calculated total energy = -13358.4199 eV
Net charge = 0
Spin multiplicity = 1
ΔE to the lowest compared entry with this formula, charge and spin = 1.760 eV
Highest occupied orbital energy = -8.7 eV

The following is a DFT calculation (ωB97M-V/def2-TZVPD) of a cluster of 2 separate species, C3H12NO in total.

Structure (XYZ):
```
17
Properties=species:S:1:pos:R:3
C -0.47 1.20 1.31
C -0.29 -0.27 1.05
N 0.41 -0.39 -0.28
C 1.34 -1.53 -0.37
H -1.07 1.73 0.52
H -0.99 1.21 2.26
H 0.47 1.73 1.41
H 0.35 -0.71 1.77
H -1.21 -0.91 0.92
H 0.93 0.52 -0.45
H -0.22 -0.48 -1.13
H 0.84 -2.50 -0.41
H 2.02 -1.54 0.52
H 2.08 -1.50 -1.14
H -1.97 1.23 -1.37
H -1.01 1.27 -2.76
O -1.21 0.93 -1.86
```

Max |F| = 0.0561 hartree/bohr
Calculated total energy = -6836.4453 eV
Net charge = +1
Spin multiplicity = 1
ΔE to the lowest compared entry with this formula, charge and spin = 0.969 eV
Highest occupied orbital energy = -16.4 eV

The following is a DFT calculation (ωB97M-V/def2-TZVPD) of a cluster of 2 separate species, C3H12NO in total.

Structure (XYZ):
```
17
Properties=species:S:1:pos:R:3
C 2.49 0.92 -0.88
O 1.81 0.33 0.41
H 3.43 0.41 -0.97
H 2.25 1.91 -0.87
H 1.98 0.40 -1.74
H 2.39 -0.33 0.87
C -1.86 -0.59 -0.82
N -0.70 -0.56 0.12
C -1.14 0.04 1.52
H -2.96 -0.61 -0.36
H -1.82 -1.33 -1.59
H -2.02 0.35 -1.40
H -0.43 -1.56 0.31
H 0.12 0.08 -0.18
H -1.67 -0.74 2.16
H -0.26 0.30 2.12
H -1.62 0.99 1.30
```

Max |F| = 0.1190 hartree/bohr
Calculated total energy = -6834.8896 eV
Net charge = +1
Spin multiplicity = 1
ΔE to the lowest compared entry with this formula, charge and spin = 2.525 eV
Highest occupied orbital energy = -14.9 eV

The following is a DFT calculation (ωB97M-V/def2-TZVPD) of a cluster of 3 separate species, C3H12NO in total.

Structure (XYZ):
```
17
Properties=species:S:1:pos:R:3
C -2.28 0.73 -0.85
C -1.70 -0.65 -0.76
N 1.77 -0.47 -0.08
C 2.77 0.24 0.64
H -2.70 1.07 0.10
H -1.55 1.46 -1.13
H -3.11 0.79 -1.57
H -1.00 -0.84 -1.59
H -1.00 -0.61 0.16
H -2.46 -1.41 -0.72
H 1.96 -1.47 -0.14
H 2.41 1.24 0.83
H 3.69 0.29 0.04
H 2.97 -0.30 1.57
H 0.79 -0.26 0.31
H -0.43 -0.16 1.98
O -0.13 0.36 1.21
```

Max |F| = 0.0332 hartree/bohr
Calculated total energy = -6829.2483 eV
Net charge = +1
Spin multiplicity = 1
ΔE to the lowest compared entry with this formula, charge and spin = 8.166 eV
Highest occupied orbital energy = -14.8 eV

The following is a DFT calculation (ωB97M-V/def2-TZVPD) of a cluster of 2 separate species, C3H12NO in total.

Structure (XYZ):
```
17
Properties=species:S:1:pos:R:3
C 0.82 2.52 -0.53
N -0.15 1.46 -1.05
H 0.63 3.55 -0.90
H 1.73 2.14 -0.95
H 0.81 2.56 0.60
H -1.13 1.71 -0.90
H 0.15 1.09 -1.96
H 0.08 0.64 -0.35
C -0.04 -1.70 1.17
O 0.46 -0.42 0.69
C -1.03 -2.24 0.17
H -0.55 -1.47 2.08
H 0.74 -2.43 1.37
H 1.32 -0.24 1.08
H -0.55 -2.53 -0.82
H -1.77 -1.46 -0.12
H -1.52 -3.19 0.41
```

Max |F| = 0.0463 hartree/bohr
Calculated total energy = -6836.2624 eV
Net charge = +1
Spin multiplicity = 1
ΔE to the lowest compared entry with this formula, charge and spin = 1.152 eV
Highest occupied orbital energy = -15.1 eV

The following is a DFT calculation (ωB97M-V/def2-TZVPD) of a cluster of 2 separate species, C3H12NO in total.

Structure (XYZ):
```
17
Properties=species:S:1:pos:R:3
C 0.43 -0.32 1.35
C 1.00 0.72 0.45
N 0.42 0.59 -0.94
C -0.48 1.74 -1.32
H 0.90 -1.30 1.26
H 0.49 -0.11 2.42
H -0.63 -0.47 1.15
H 0.93 1.71 0.80
H 2.09 0.62 0.36
H -0.16 -0.25 -1.04
H 1.19 0.58 -1.59
H -0.07 2.67 -0.93
H -1.52 1.60 -1.05
H -0.39 1.90 -2.39
H -1.55 -3.19 1.24
H -1.53 -3.58 -0.19
O -1.13 -2.92 0.41
```

Max |F| = 0.0362 hartree/bohr
Calculated total energy = -6836.4560 eV
Net charge = +1
Spin multiplicity = 1
ΔE to the lowest compared entry with this formula, charge and spin = 0.958 eV
Highest occupied orbital energy = -15.0 eV